DFT (ωB97M-V/def2-TZVPD) results for a 7-piece molecular cluster, C32H79N5O7 overall at a distorted geometry.

## Properties
Lowest unoccupied orbital energy (eV): 0.39
Charge: 0
Structure (SMILES): CC1(C)CCCC(C)(C)N1O.CC1(C)CCCC(C)(C)N1O.COC[C@H](C)N.COC[C@H](C)N.COC[C@H](C)N.CO.CO
HOMO (eV): -8.2462
HOMO-LUMO gap (eV): 8.633
Energy above the lowest of the compared OMol25 structures with the same formula, charge and spin (kJ/mol): 348.8

Last column: Löwdin charge in e.
Cartesian coordinates (Å):
C (-27.4614, 3.3780, -15.5681)  -0.040
C (-26.2680, 2.8147, -16.3711)  -0.484
C (-25.4311, 4.0036, -16.8575)  -0.037
C (-25.3647, 2.0203, -15.3939)  -0.129
C (-24.4441, 1.0963, -16.2097)  -0.173
C (-25.1844, 0.2347, -17.2766)  -0.089
C (-26.0145, 1.1302, -18.2436)  -0.544
C (-25.2623, 1.7886, -19.3963)  -0.036
C (-26.8949, 0.1387, -19.0016)  -0.056
N (-26.8225, 1.9846, -17.4651)  -0.101
O (-27.7093, 2.6915, -18.3016)  -0.006
H (-27.9983, 4.1078, -16.1740)  0.076
H (-28.0458, 2.5189, -15.2387)  0.087
H (-27.2631, 4.0205, -14.7102)  0.082
H (-25.1757, 4.7368, -16.0924)  0.079
H (-24.5313, 3.7093, -17.3977)  0.066
H (-26.0859, 4.5192, -17.5601)  0.085
H (-24.6651, 2.6789, -14.8793)  0.111
H (-25.8204, 1.4984, -14.5524)  0.114
H (-23.5100, 1.5973, -16.4638)  0.091
H (-24.0021, 0.4433, -15.4571)  0.102
H (-25.8391, -0.4789, -16.7763)  0.121
H (-24.4363, -0.3070, -17.8554)  0.101
H (-26.0148, 2.3166, -19.9821)  0.080
H (-24.6968, 1.1231, -20.0484)  0.078
H (-24.5548, 2.5949, -19.2028)  0.066
H (-26.3137, -0.7480, -19.2543)  0.086
H (-27.3222, 0.4726, -19.9471)  0.085
H (-27.6951, -0.1792, -18.3332)  0.094
H (-28.3138, 2.0101, -18.6045)  0.094
C (-16.8292, 2.5019, -20.4533)  -0.033
C (-16.4120, 3.4388, -21.6417)  -0.426
C (-17.6432, 4.0792, -22.2403)  -0.075
C (-15.6932, 4.7164, -21.0264)  -0.094
C (-14.1648, 4.3850, -21.0308)  -0.198
C (-13.6003, 3.9194, -22.3110)  -0.160
C (-14.2756, 2.6718, -22.8361)  -0.565
C (-13.8396, 2.4500, -24.2469)  -0.037
C (-13.8606, 1.4906, -22.0134)  -0.036
N (-15.7441, 2.7526, -22.8293)  -0.061
O (-16.3650, 1.5030, -23.2245)  -0.022
H (-15.9721, 2.0797, -19.9287)  0.067
H (-17.3299, 2.9242, -19.5820)  0.064
H (-17.4922, 1.6690, -20.6877)  0.059
H (-18.3192, 4.2691, -21.4066)  0.079
H (-17.4704, 4.9940, -22.8072)  0.079
H (-18.3064, 3.5201, -22.9005)  0.079
H (-15.8439, 5.6224, -21.6134)  0.105
H (-15.9102, 4.9861, -19.9929)  0.118
H (-13.5533, 5.2026, -20.6493)  0.116
H (-14.0616, 3.5244, -20.3699)  0.098
H (-12.5271, 3.7464, -22.2307)  0.133
H (-13.7401, 4.7627, -22.9872)  0.125
H (-13.9391, 3.3589, -24.8402)  0.092
H (-14.4215, 1.7816, -24.8815)  0.075
H (-12.8443, 2.0056, -24.2354)  0.097
H (-14.2644, 1.6025, -21.0072)  0.066
H (-12.7755, 1.4147, -21.9442)  0.091
H (-14.1535, 0.5109, -22.3910)  0.088
H (-16.0797, 1.4005, -24.1353)  0.074
C (-19.0138, -4.4974, -25.1844)  -0.136
O (-18.0353, -4.0311, -24.3262)  -0.181
C (-18.4897, -3.1414, -23.3050)  -0.169
C (-17.3048, -2.6987, -22.3890)  -0.419
C (-17.6543, -1.6314, -21.3476)  -0.060
N (-16.1959, -2.2319, -23.2192)  0.026
H (-19.7022, -3.6949, -25.4493)  0.089
H (-19.5465, -5.4120, -24.9237)  0.085
H (-18.5940, -4.8395, -26.1303)  0.083
H (-19.1102, -2.3065, -23.6306)  0.128
H (-19.1095, -3.6561, -22.5708)  0.119
H (-16.6852, -3.4742, -21.9388)  0.123
H (-16.8120, -1.2644, -20.7610)  0.082
H (-18.3362, -2.1944, -20.7102)  0.068
H (-18.1714, -0.7691, -21.7684)  0.069
H (-16.5157, -1.3934, -23.6826)  0.056
H (-16.1970, -2.9688, -23.9098)  0.054
C (-18.6900, -4.4132, -16.9551)  -0.086
O (-17.6829, -4.4613, -17.9680)  -0.191
C (-16.7522, -5.4628, -17.8689)  -0.201
C (-16.0709, -5.7194, -19.3564)  -0.392
C (-16.5151, -6.9541, -20.0115)  -0.094
N (-14.6085, -5.7427, -19.1413)  0.022
H (-19.1834, -3.4672, -16.7321)  0.075
H (-18.2583, -4.6492, -15.9825)  0.079
H (-19.3925, -5.2221, -17.1559)  0.089
H (-15.9796, -5.2308, -17.1358)  0.108
H (-17.1568, -6.4069, -17.5042)  0.114
H (-16.3353, -4.7970, -19.8736)  0.111
H (-17.5774, -7.1981, -20.0102)  0.086
H (-16.1137, -7.8555, -19.5482)  0.076
H (-15.9239, -7.1171, -20.9126)  0.078
H (-14.3174, -5.0782, -18.4386)  0.058
H (-14.1657, -5.5881, -20.0358)  0.066
C (-20.3985, 3.4963, -16.4491)  -0.114
O (-20.8185, 2.2154, -16.8786)  -0.204
C (-20.5245, 1.9993, -18.2753)  -0.140
C (-21.1393, 0.5667, -18.8230)  -0.331
C (-21.0979, -0.5953, -17.8077)  -0.053
N (-20.3507, 0.1884, -19.9931)  0.035
H (-20.6612, 3.7153, -15.4141)  0.086
H (-20.7191, 4.3171, -17.0906)  0.082
H (-19.3098, 3.4454, -16.4622)  0.086
H (-20.9078, 2.8126, -18.8915)  0.109
H (-19.4939, 2.2278, -18.5469)  0.093
H (-22.2114, 0.6117, -19.0145)  0.111
H (-20.1249, -1.0831, -17.7491)  0.070
H (-21.7944, -1.4140, -17.9883)  0.066
H (-21.3276, -0.2091, -16.8146)  0.070
H (-19.5665, -0.3907, -19.7290)  0.059
H (-19.9071, 1.0314, -20.3289)  0.066
C (-22.4367, 7.0273, -15.6684)  -0.191
O (-23.1847, 7.3336, -14.5171)  -0.089
H (-21.9174, 7.8354, -16.1834)  0.082
H (-21.6667, 6.2821, -15.4687)  0.058
H (-22.9022, 6.5309, -16.5198)  0.064
H (-23.4025, 6.4758, -14.1452)  0.074
C (-22.9150, -2.1893, -20.9677)  -0.171
O (-21.5655, -2.0293, -21.3143)  -0.155
H (-23.1085, -2.4159, -19.9192)  0.072
H (-23.3708, -1.2786, -21.3563)  0.071
H (-23.1791, -2.9090, -21.7425)  0.081
H (-21.2103, -1.3952, -20.6871)  -0.002